No. 1
10
Properties=species:S:1:pos:R:3 method="wB97M-V/def2-TZVPD" gap_ev="7.25 / 8.60" total_charge=0 energy_ha=-581.2984 e_above_lowest_kcal_mol=146.5
C -0.392 1.391 -0.823
C -0.438 -0.813 0.649
N 0.975 -0.708 0.614
O 1.597 -1.270 -0.264
O 1.512 0.074 1.379
I -1.227 -2.286 -0.552
H 0.202 0.896 -1.603
H 0.129 2.052 -0.085
H -1.490 1.398 -0.929
H -0.866 -0.735 1.613

=====

No. 2
220
Properties=species:S:1:pos:R:3 method="wB97M-V/def2-TZVPD" gap_ev=7.88 total_charge=+5 energy_ha=-3714.9457
C -11.224 2.655 -3.764
C -10.502 1.854 -2.731
C -11.439 0.978 -1.863
N -10.816 0.286 -0.592
C -9.376 -0.384 -0.783
C -9.053 -1.320 0.408
C -10.113 -2.383 0.668
C -11.510 -1.682 0.914
C -11.958 -0.691 -0.217
C -10.707 1.399 0.458
H -11.813 3.516 -3.448
H -11.714 1.950 -4.435
H -10.440 3.109 -4.370
H -10.143 2.574 -1.996
H -9.660 1.261 -3.089
H -11.887 0.169 -2.441
H -12.257 1.592 -1.486
H -9.449 -0.779 -1.796
H -8.657 0.435 -0.771
H -8.147 -1.905 0.249
H -8.852 -0.733 1.303
H -10.231 -3.073 -0.168
H -9.939 -3.038 1.521
H -12.191 -2.522 1.051
H -11.528 -1.204 1.893
H -12.118 -1.344 -1.076
H -12.870 -0.198 0.118
H -10.011 2.185 0.165
H -10.406 0.982 1.419
H -11.721 1.786 0.561
C -3.606 7.589 -6.963
C -3.499 6.580 -5.770
C -2.705 7.115 -4.512
N -3.147 6.570 -3.125
C -2.042 6.922 -2.040
C -1.966 8.475 -1.709
C -3.357 9.133 -1.457
C -4.457 8.802 -2.574
C -4.442 7.212 -2.653
C -3.251 5.023 -3.004
H -2.719 8.196 -7.145
H -4.360 8.373 -6.897
H -3.913 7.093 -7.883
H -3.065 5.678 -6.202
H -4.513 6.284 -5.503
H -2.874 8.166 -4.278
H -1.669 6.779 -4.538
H -1.071 6.582 -2.401
H -2.264 6.542 -1.042
H -1.316 8.934 -2.454
H -1.380 8.755 -0.833
H -3.206 10.209 -1.370
H -3.663 8.799 -0.466
H -4.330 9.239 -3.565
H -5.429 9.178 -2.255
H -5.082 6.780 -3.422
H -4.710 6.678 -1.742
H -2.234 4.630 -3.030
H -3.993 4.538 -3.639
H -3.696 4.802 -2.035
C 1.752 4.917 10.599
C 2.285 6.101 9.703
C 2.300 5.556 8.376
N 2.790 6.408 7.110
C 4.284 6.743 7.460
C 4.915 7.446 6.153
C 5.000 6.373 5.082
C 3.553 5.914 4.638
C 2.671 5.459 5.890
C 1.854 7.625 6.822
H 2.563 4.258 10.910
H 0.828 4.422 10.302
H 1.406 5.408 11.509
H 3.222 6.447 10.138
H 1.698 7.020 9.710
H 1.286 5.227 8.148
H 2.882 4.636 8.321
H 4.802 5.824 7.734
H 4.184 7.432 8.298
H 5.879 7.912 6.356
H 4.161 8.132 5.766
H 5.669 5.573 5.399
H 5.594 6.806 4.277
H 3.530 5.021 4.014
H 3.127 6.754 4.089
H 2.965 4.460 6.215
H 1.618 5.462 5.611
H 2.061 8.463 7.488
H 0.821 7.311 6.673
H 2.208 7.913 5.832
C 1.003 -9.247 -9.085
C 0.056 -8.712 -7.958
C 0.641 -7.483 -7.216
N -0.335 -6.781 -6.172
C -1.126 -7.847 -5.395
C -2.260 -7.334 -4.515
C -3.172 -6.412 -5.285
C -2.325 -5.228 -5.785
C -1.325 -5.760 -6.792
C 0.521 -5.999 -5.160
H 1.672 -8.564 -9.608
H 0.273 -9.650 -9.787
H 1.596 -10.119 -8.808
H -0.126 -9.485 -7.212
H -0.921 -8.425 -8.349
H 1.101 -6.771 -7.901
H 1.334 -7.855 -6.461
H -1.542 -8.422 -6.223
H -0.349 -8.385 -4.851
H -2.874 -8.121 -4.078
H -1.862 -6.813 -3.644
H -3.585 -6.952 -6.137
H -3.947 -6.110 -4.580
H -2.850 -4.558 -6.466
H -2.004 -4.705 -4.884
H -1.934 -6.258 -7.546
H -0.677 -5.019 -7.260
H 1.331 -6.627 -4.789
H -0.131 -5.880 -4.294
H 0.702 -4.977 -5.493
C 9.844 5.279 -7.048
C 9.578 3.830 -6.551
C 8.466 3.285 -7.490
N 7.862 1.934 -6.903
C 6.923 1.256 -7.993
C 5.672 2.054 -8.207
C 4.961 2.274 -6.952
C 5.766 2.796 -5.768
C 7.070 2.025 -5.572
C 9.053 1.020 -6.638
H 10.121 5.256 -8.101
H 10.667 5.705 -6.475
H 9.030 5.957 -6.789
H 9.217 4.103 -5.560
H 10.414 3.133 -6.492
H 8.828 2.988 -8.474
H 7.684 4.025 -7.659
H 7.451 1.096 -8.933
H 6.878 0.238 -7.606
H 6.130 2.919 -8.686
H 5.004 1.443 -8.813
H 4.222 3.039 -7.191
H 4.447 1.374 -6.613
H 6.076 3.810 -6.019
H 5.141 2.832 -4.876
H 7.802 2.326 -4.821
H 6.910 0.995 -5.255
H 9.675 0.995 -7.533
H 8.890 -0.051 -6.519
H 9.553 1.405 -5.750
C -7.168 -3.774 8.131
C -5.615 -3.835 8.460
C -4.641 -3.822 7.252
N -3.179 -3.764 7.672
C -2.710 -4.867 8.600
C -2.752 -6.260 7.952
C -2.051 -6.293 6.575
C -2.252 -5.132 5.659
C -2.209 -3.783 6.425
C -2.899 -2.386 8.370
H -7.546 -4.591 7.515
H -7.444 -2.837 7.647
H -7.697 -3.811 9.083
H -5.386 -4.785 8.943
H -5.599 -2.988 9.146
H -4.715 -2.981 6.562
H -4.677 -4.729 6.649
H -3.398 -4.744 9.436
H -1.679 -4.637 8.869
H -3.809 -6.508 8.045
H -2.283 -6.944 8.659
H -2.374 -7.161 5.999
H -1.037 -6.647 6.763
H -3.108 -5.155 4.985
H -1.287 -5.128 5.153
H -2.583 -2.980 5.790
H -1.251 -3.627 6.920
H -2.411 -2.577 9.325
H -3.747 -1.706 8.458
H -2.086 -1.912 7.818
C 6.849 -8.922 2.476
C 7.261 -7.539 2.004
C 8.429 -6.931 2.776
N 8.955 -5.659 1.995
C 7.715 -4.764 1.543
C 8.017 -3.305 1.013
C 9.021 -2.578 1.973
C 10.197 -3.513 2.386
C 9.874 -4.887 2.983
C 9.682 -6.088 0.689
H 7.755 -9.502 2.299
H 6.075 -9.336 1.831
H 6.515 -9.087 3.501
H 6.334 -6.967 2.041
H 7.411 -7.532 0.925
H 9.284 -7.596 2.893
H 8.236 -6.546 3.777
H 7.059 -4.682 2.409
H 7.226 -5.265 0.708
H 7.120 -2.692 0.922
H 8.426 -3.463 0.015
H 8.429 -2.365 2.863
H 9.331 -1.574 1.682
H 10.783 -2.846 3.019
H 10.935 -3.658 1.597
H 9.310 -4.588 3.867
H 10.733 -5.459 3.333
H 10.518 -6.712 1.003
H 9.988 -5.155 0.216
H 8.942 -6.593 0.069
B 0.321 -0.681 0.103
F 1.143 -1.567 0.725
F -0.823 -1.363 -0.115
F 0.050 0.385 1.020
F 0.815 -0.256 -1.088
B -5.586 4.496 4.591
F -6.619 4.175 5.444
F -5.892 5.532 3.866
F -4.474 4.972 5.270
F -5.192 3.479 3.716

=====

No. 3
24
Properties=species:S:1:pos:R:3 method="wB97M-V/def2-TZVPD" gap_ev=8.79 smiles="O=C(Nc1ccccc1)[C@@]1(Br)N=CCS1" total_charge=0 energy_ha=-3543.3622 e_above_lowest_kcal_mol=0.0
O -0.599 -1.717 -1.462
C -1.022 -0.778 -0.828
N -0.395 0.472 -0.697
C 0.992 0.558 -0.804
C 1.478 1.703 -0.089
C 2.793 2.028 -0.075
C 3.656 1.178 -0.782
C 3.218 0.191 -1.654
C 1.875 -0.200 -1.578
C -2.675 -0.634 -0.255
Br -3.720 0.399 -1.569
N -3.262 -1.893 -0.132
C -3.764 -2.105 1.004
C -3.698 -1.079 2.081
S -2.634 0.274 1.446
H -0.734 1.061 0.114
H 0.886 2.398 0.480
H 3.000 2.798 0.621
H 4.678 1.446 -0.872
H 3.848 -0.508 -2.156
H 1.541 -0.864 -2.341
H -4.310 -3.006 1.149
H -4.652 -0.492 2.292
H -3.409 -1.394 3.087

=====

No. 4
16
Properties=species:S:1:pos:R:3 method="wB97M-V/def2-TZVPD" gap_ev=10.47 smiles="C[C@H]1CCC1=O.[H][H]" total_charge=0 energy_ha=-271.6909 e_above_lowest_kcal_mol=38.7
C -1.540 -0.705 0.697
C -0.191 -0.479 0.032
C -0.142 -0.220 -1.501
C 0.655 1.093 -1.280
C 0.426 0.908 0.218
O 0.587 1.613 1.181
H -1.434 -0.729 1.786
H -2.238 0.102 0.445
H -1.985 -1.652 0.371
H 0.525 -1.253 0.339
H 0.368 -0.986 -2.090
H -1.135 -0.049 -1.928
H 1.716 1.032 -1.548
H 0.242 2.014 -1.701
H 2.280 -0.644 2.569
H 1.867 -0.045 2.409

=====

Copy entry 1 word for word.
10
Properties=species:S:1:pos:R:3 method="wB97M-V/def2-TZVPD" gap_ev="7.25 / 8.60" total_charge=0 energy_ha=-581.2984 e_above_lowest_kcal_mol=146.5
C -0.392 1.391 -0.823
C -0.438 -0.813 0.649
N 0.975 -0.708 0.614
O 1.597 -1.270 -0.264
O 1.512 0.074 1.379
I -1.227 -2.286 -0.552
H 0.202 0.896 -1.603
H 0.129 2.052 -0.085
H -1.490 1.398 -0.929
H -0.866 -0.735 1.613

=====

What did the fourth record say?
16
Properties=species:S:1:pos:R:3 method="wB97M-V/def2-TZVPD" gap_ev=10.47 smiles="C[C@H]1CCC1=O.[H][H]" total_charge=0 energy_ha=-271.6909 e_above_lowest_kcal_mol=38.7
C -1.540 -0.705 0.697
C -0.191 -0.479 0.032
C -0.142 -0.220 -1.501
C 0.655 1.093 -1.280
C 0.426 0.908 0.218
O 0.587 1.613 1.181
H -1.434 -0.729 1.786
H -2.238 0.102 0.445
H -1.985 -1.652 0.371
H 0.525 -1.253 0.339
H 0.368 -0.986 -2.090
H -1.135 -0.049 -1.928
H 1.716 1.032 -1.548
H 0.242 2.014 -1.701
H 2.280 -0.644 2.569
H 1.867 -0.045 2.409